C26H38FeO5Sb | ωB97M-V/def2-TZVPD

Results
HOMO level (spin up / spin down) in eV: -7.97 / -7.58
<S²>: 8.7746
Charge: 0
LUMO (spin up / spin down) in Eh: 0.021 / -0.114
ΔE to the lowest compared entry with this formula, charge and spin in eV: 0.000
Multiplicity: 6
Frontier orbital gap (spin up / spin down) in eV: 8.5 / 4.5
Energy in Eh: -2893.6853

Structure (XYZ):
```
71
Properties=species:S:1:pos:R:3:forces:R:3:lowdin_spin:R:1
Fe -0.088 0.140 -0.570 0.228 -0.617 0.005 3.89
C -0.157 -4.454 3.514 0.177 0.026 -0.077 0.02
C -0.932 -3.535 2.595 0.086 0.650 -0.493 0.08
Sb 0.247 -2.530 0.960 0.379 -1.406 0.613 0.27
C 0.305 -4.191 -0.472 -0.146 0.536 0.140 0.04
C 0.584 -5.555 0.125 -0.008 0.120 0.202 0.01
C 2.262 -2.864 1.768 -0.483 0.308 -0.195 0.05
C 2.652 -1.918 2.884 -0.047 0.067 -0.001 0.00
H -0.842 -4.909 4.231 -0.022 -0.042 0.059 0.01
H 0.592 -3.906 4.078 0.141 0.003 0.099 0.00
H 0.339 -5.255 2.976 0.089 -0.112 -0.014 0.00
H -1.385 -2.733 3.176 -0.114 0.068 -0.119 0.00
H -1.729 -4.072 2.084 -0.094 0.072 -0.135 0.00
H 1.077 -3.909 -1.182 -0.007 0.143 -0.143 0.00
H -0.648 -4.181 -0.993 -0.017 0.139 -0.107 0.00
H 1.539 -5.571 0.648 0.032 -0.115 0.076 0.00
H 0.622 -6.306 -0.666 0.003 -0.010 -0.004 0.00
H -0.205 -5.842 0.818 0.010 -0.134 0.083 0.00
H 2.936 -2.741 0.925 -0.074 -0.077 -0.138 0.00
H 2.292 -3.895 2.112 -0.113 -0.160 -0.064 0.01
H 2.617 -0.885 2.545 0.003 0.098 -0.006 0.00
H 3.670 -2.129 3.209 0.052 0.020 0.092 0.00
H 1.992 -2.024 3.742 -0.025 0.050 0.147 0.00
C -3.760 -1.615 1.062 -0.088 0.111 0.010 0.00
C -4.337 -0.217 0.828 0.168 -0.061 -0.142 0.00
C -4.261 0.137 -0.661 -0.076 -0.025 0.131 0.00
C -3.661 0.841 1.668 0.360 -0.206 -0.215 0.04
C -4.405 1.600 2.553 0.053 0.103 0.066 0.00
C -3.824 2.599 3.316 0.027 0.037 -0.008 0.06
C -2.469 2.865 3.193 -0.081 0.014 0.071 0.00
C -1.681 2.146 2.320 0.111 -0.510 -0.394 0.04
C -0.218 2.438 2.087 0.023 0.105 -0.015 0.01
C -0.079 3.306 0.829 0.089 -0.302 0.030 0.00
C 0.475 3.111 3.268 -0.080 -0.214 -0.159 0.00
C -2.272 1.111 1.537 -0.651 1.043 1.165 0.02
O -1.526 0.446 0.708 1.454 -0.984 -1.888 0.22
H -4.365 -2.351 0.535 -0.008 -0.125 -0.052 0.00
H -3.760 -1.867 2.122 0.019 -0.047 0.097 0.00
H -2.738 -1.671 0.684 -0.023 -0.033 0.015 0.00
H -5.394 -0.238 1.121 0.115 0.040 -0.011 0.00
H -3.225 0.140 -1.002 -0.072 0.006 -0.045 0.00
H -4.690 1.119 -0.845 -0.019 0.075 -0.065 0.00
H -4.816 -0.598 -1.241 -0.041 -0.057 -0.133 0.00
H -5.467 1.423 2.643 -0.117 -0.107 -0.020 0.00
H -4.426 3.179 3.996 -0.089 0.072 0.097 0.00
H -2.038 3.653 3.788 0.125 0.117 0.087 0.00
H 0.284 1.478 1.884 -0.050 0.162 0.144 0.00
H -0.592 4.254 0.974 -0.098 0.080 -0.026 0.00
H -0.509 2.796 -0.037 -0.044 0.198 -0.037 0.00
H 0.967 3.498 0.610 0.119 0.035 -0.071 0.00
H 0.167 4.150 3.356 -0.050 0.136 0.080 0.00
H 1.552 3.096 3.124 0.122 0.038 -0.023 0.00
H 0.247 2.597 4.199 0.004 -0.020 0.153 0.00
O 1.874 1.397 -0.945 -0.535 0.053 -0.146 0.03
C 2.561 0.408 -0.622 -0.213 0.205 0.201 0.01
O 2.025 -0.568 -0.013 -0.739 -0.333 -0.168 0.07
C 4.013 0.303 -0.941 0.103 -0.010 0.047 0.00
C 4.503 -0.922 -1.385 -0.096 0.108 0.031 0.00
C 5.832 -1.048 -1.741 0.057 -0.039 -0.013 0.00
C 6.683 0.040 -1.627 0.074 0.010 -0.040 0.00
C 6.207 1.249 -1.146 0.079 0.050 0.065 0.00
C 4.873 1.386 -0.803 -0.185 -0.046 -0.100 0.00
H 3.828 -1.761 -1.466 -0.064 -0.070 -0.010 0.00
H 6.206 -1.993 -2.106 0.029 -0.063 -0.036 0.00
H 7.719 -0.055 -1.918 0.091 -0.008 0.014 0.00
H 6.883 2.087 -1.039 -0.005 0.037 0.002 0.00
H 4.492 2.322 -0.424 -0.058 0.098 -0.053 0.00
O -0.413 -1.718 -1.932 0.257 0.006 0.874 0.06
C -0.473 -0.960 -2.929 -0.273 -0.179 -0.556 0.01
O -0.544 0.275 -2.832 0.235 0.767 0.755 0.04
H -0.476 -1.419 -3.940 -0.011 0.109 0.271 0.00
```
Positions in Å, forces in eV/Å.


C26H38N4O6PdSSi2Te | ωB97M-V/def2-TZVPD

Results
HOMO level in eV: -1.51
Charge: -2
LUMO in Eh: 0.139
ΔE to the lowest compared entry with this formula, charge and spin in eV: 1.633
Multiplicity: 1
Frontier orbital gap in eV: 5.3
Energy in Eh: -3057.2589

Structure (XYZ):
```
79
Properties=species:S:1:pos:R:3:forces:R:3:lowdin_charge:R:1
Pd -0.533 0.140 -0.174 -0.209 -0.724 -0.602 0.11
C 2.120 3.432 -2.152 0.015 -0.058 -0.009 -0.02
C 0.764 3.777 -1.644 0.056 0.030 -0.021 -0.38
N -0.146 2.919 -1.261 -0.020 0.068 -0.031 0.16
C -1.240 3.674 -0.907 -0.065 -0.063 0.027 -0.14
C -0.977 5.011 -1.072 0.111 0.051 0.067 -0.09
N 0.302 5.053 -1.547 0.113 0.023 0.021 0.15
C -1.708 6.312 -0.850 0.043 0.012 -0.475 -0.62
O -2.906 6.211 -0.479 -0.032 0.251 0.205 -0.02
O -1.059 7.339 -1.113 0.003 -0.036 0.146 -0.03
C -2.473 3.005 -0.424 -0.110 0.355 0.109 -0.48
O -3.492 3.799 -0.135 0.017 -0.749 0.097 0.10
O -2.529 1.804 -0.297 -0.057 -0.282 0.170 0.04
H 2.320 2.387 -1.913 -0.011 0.011 0.006 0.02
H 2.887 4.060 -1.696 0.044 0.014 0.022 0.07
H 2.181 3.554 -3.236 -0.002 0.005 -0.005 0.07
H 0.757 5.932 -1.738 -0.028 -0.048 0.002 0.15
H -3.260 4.778 -0.261 -0.013 0.412 -0.120 0.03
C -7.019 0.248 3.972 -0.006 -0.009 -0.006 -0.07
C -6.336 -0.244 2.721 0.004 0.010 0.000 -0.29
C -5.029 0.121 2.428 0.006 0.014 -0.002 -0.04
C -4.401 -0.314 1.268 0.047 0.014 -0.024 -0.04
C -5.089 -1.128 0.385 -0.140 -0.041 0.025 -0.25
C -6.398 -1.509 0.664 0.076 0.030 0.017 -0.07
C -7.012 -1.067 1.823 -0.016 -0.017 0.004 -0.07
S -4.339 -1.689 -1.138 0.039 0.065 0.047 0.56
O -4.679 -0.709 -2.138 -0.099 0.037 -0.058 -0.32
O -4.892 -3.022 -1.347 -0.167 0.028 -0.020 -0.37
N -2.807 -1.621 -0.819 0.102 0.030 -0.084 -0.12
C -2.012 -2.671 -0.546 0.041 -0.013 -0.038 -0.39
C -2.290 -4.024 -0.892 -0.013 -0.146 0.000 -0.03
C -1.393 -5.011 -0.584 0.033 -0.009 0.007 -0.11
C -0.197 -4.687 0.060 -0.054 0.020 -0.008 -0.12
C 0.014 -3.352 0.330 0.206 0.095 0.132 -0.22
N -0.832 -2.361 0.050 -0.151 0.153 -0.117 0.05
H -6.320 0.784 4.613 0.012 0.005 0.005 0.07
H -7.440 -0.580 4.547 -0.004 -0.007 0.002 0.07
H -7.839 0.929 3.731 -0.006 0.005 -0.003 0.07
H -4.489 0.767 3.112 0.011 0.011 -0.003 0.11
H -3.386 -0.020 1.033 -0.027 0.034 -0.002 0.08
H -6.912 -2.162 -0.028 -0.020 -0.015 -0.015 0.10
H -8.032 -1.370 2.040 -0.008 -0.001 -0.004 0.10
H -3.217 -4.244 -1.396 0.078 -0.003 0.037 0.08
H -1.615 -6.038 -0.855 0.000 -0.003 0.003 0.09
H 0.548 -5.426 0.319 0.010 -0.013 0.004 0.08
H 0.943 -3.057 0.807 -0.020 0.000 -0.039 0.06
C 0.885 1.678 1.889 -0.081 0.091 -0.086 -0.18
Si 2.531 0.814 1.889 0.023 -0.015 0.000 0.39
C 2.979 0.351 3.666 0.030 0.032 0.005 -0.20
C 3.934 1.906 1.285 0.047 0.041 0.059 -0.19
C 2.451 -0.779 0.925 -0.058 -0.079 0.004 -0.59
Te 1.825 -0.624 -1.139 0.050 0.194 0.263 1.19
C 3.990 -0.335 -1.639 -0.013 -0.050 -0.074 -0.58
Si 4.756 -1.943 -2.142 0.035 0.022 -0.001 0.34
C 6.572 -1.722 -2.616 0.027 0.020 -0.004 -0.20
C 4.685 -3.193 -0.748 -0.023 -0.031 0.040 -0.20
C 3.882 -2.642 -3.643 -0.052 0.016 -0.041 -0.20
H 0.916 2.686 1.474 0.027 0.016 0.008 0.03
H 0.465 1.726 2.895 -0.053 0.011 0.015 0.03
H 0.168 1.104 1.237 0.174 0.230 0.449 -0.04
H 3.050 1.241 4.295 0.006 0.020 0.026 0.02
H 3.939 -0.169 3.707 0.024 -0.023 0.014 0.02
H 2.222 -0.305 4.100 -0.032 -0.018 0.001 0.02
H 3.905 2.871 1.797 0.020 0.027 0.021 0.03
H 3.897 2.094 0.213 -0.070 0.016 -0.094 0.01
H 4.891 1.430 1.516 0.053 0.027 -0.040 0.02
H 1.685 -1.385 1.417 0.026 -0.008 -0.043 -0.02
H 3.392 -1.332 0.947 0.011 -0.055 0.029 -0.01
H 4.450 0.092 -0.747 0.031 0.026 0.008 -0.02
H 4.060 0.409 -2.437 -0.042 0.030 -0.019 -0.01
H 7.141 -1.277 -1.797 0.018 0.008 0.022 0.02
H 6.660 -1.059 -3.480 0.021 0.022 -0.019 0.02
H 7.041 -2.675 -2.875 0.014 -0.035 -0.011 0.02
H 5.264 -2.859 0.116 0.013 -0.003 0.027 0.03
H 5.082 -4.158 -1.070 0.021 -0.025 -0.007 0.02
H 3.650 -3.339 -0.432 -0.025 -0.017 0.018 0.01
H 3.868 -1.908 -4.453 -0.002 -0.002 -0.032 0.03
H 2.848 -2.888 -3.399 -0.022 -0.011 -0.007 0.01
H 4.376 -3.544 -4.012 0.018 -0.023 -0.002 0.02
```
Positions in Å, forces in eV/Å.


C26H39Br7Cl12NO12Zr | ωB97M-V/def2-TZVPD

Results
HOMO level in eV: -10.23
Charge: +1
LUMO in Eh: -0.148
ΔE to the lowest compared entry with this formula, charge and spin in eV: 3.212
Multiplicity: 1
Frontier orbital gap in eV: 6.2
Energy in Eh: -25558.9522

Structure (XYZ):
```
98
Properties=species:S:1:pos:R:3:forces:R:3:lowdin_charge:R:1
Zr 1.360 0.896 -3.416 -1.741 -2.747 6.847 1.77
C -1.883 -1.378 -0.273 0.393 0.813 -0.539 -0.08
C -1.162 -0.027 0.061 -0.141 -1.042 2.181 -0.41
C -1.394 0.169 1.621 0.196 -0.420 -0.717 -0.14
C -0.615 -0.754 2.568 -0.096 0.428 -0.702 -0.17
C 0.853 -0.714 2.184 -1.203 1.656 1.412 -0.18
C 1.131 -0.994 0.739 0.842 -2.558 -1.646 -0.42
N 0.327 -0.118 -0.173 -0.635 2.090 0.095 -0.07
O 0.646 -0.103 -1.560 0.820 0.423 -1.592 -0.31
C 0.929 -2.568 0.369 0.783 0.890 -0.055 -0.02
C 2.638 -0.635 0.579 -1.074 -0.232 -1.379 -0.05
C -1.847 1.215 -0.551 0.378 -1.619 -2.209 -0.07
H -1.559 -1.747 -1.246 -0.297 0.130 -0.299 0.07
H -2.963 -1.232 -0.238 -0.046 0.080 -0.275 0.06
H -1.693 -2.213 0.402 0.293 0.536 0.318 0.01
H -2.450 0.072 1.871 -0.301 -0.215 -0.503 0.12
H -1.240 1.234 1.796 0.719 -0.207 0.456 0.04
H -0.888 -1.809 2.566 -0.675 0.064 -0.298 0.06
H -0.879 -0.386 3.559 0.619 -0.118 0.319 0.12
H 1.434 -1.240 2.942 0.343 -0.677 -0.668 0.11
H 1.171 0.318 2.334 0.145 0.397 0.014 0.09
H 0.191 -3.110 0.960 0.144 0.188 0.322 0.05
H 1.903 -3.052 0.446 -0.063 -0.053 0.538 0.02
H 0.678 -2.782 -0.670 -0.281 0.686 -0.218 0.06
H 2.924 -1.059 -0.384 0.338 0.335 -0.263 0.07
H 3.339 -1.053 1.302 -0.512 0.005 0.341 0.08
H 2.669 0.454 0.553 0.435 -0.112 -0.018 0.05
H -2.004 1.008 -1.610 0.001 -0.261 -0.342 0.02
H -1.241 2.116 -0.654 -0.124 0.098 1.017 0.05
H -2.881 1.287 -0.215 0.335 0.525 0.695 0.05
C 5.353 -0.417 -2.430 -2.337 0.710 0.305 0.07
C 3.878 0.017 -2.750 0.807 0.616 -0.425 -0.63
O 3.388 1.165 -2.576 0.656 3.794 0.803 -0.14
O 2.994 -0.669 -3.269 -1.057 -4.029 -2.064 -0.11
H 5.698 0.271 -1.658 0.133 -0.170 -0.025 0.07
H 5.999 -0.341 -3.305 -0.280 -0.111 -0.046 0.10
H 5.264 -1.434 -2.049 0.358 0.026 -0.126 0.09
Br -0.878 2.278 -3.930 1.583 -0.681 -0.248 0.08
C -2.239 -5.391 0.524 -0.252 -0.211 -0.392 -1.48
Br -2.989 -6.975 1.406 0.428 0.831 -0.628 0.59
Br -3.590 -4.138 -0.113 -0.019 -0.848 -0.002 0.63
Br -1.010 -5.890 -1.014 -0.912 0.481 1.219 0.53
H -1.747 -4.802 1.298 0.535 -0.480 -0.387 -0.05
C 5.416 0.771 3.465 0.519 1.372 0.263 -1.44
Br 6.739 2.018 4.345 -1.048 -0.916 -0.315 0.52
Br 5.304 1.353 1.598 0.062 -0.466 0.672 0.64
Br 3.642 0.820 4.350 1.211 -0.183 -0.462 0.59
H 5.882 -0.212 3.535 -0.471 0.166 -0.060 -0.02
C 2.313 -6.244 0.651 -1.241 -0.168 -0.319 -1.57
Cl 3.036 -5.090 1.723 0.406 0.060 0.655 0.57
Cl 1.037 -7.249 1.500 0.970 0.689 -0.466 0.46
Cl 3.473 -7.234 -0.183 0.351 -0.419 0.057 0.57
H 1.836 -5.656 -0.133 -0.368 -0.261 0.322 -0.04
C -5.711 1.729 -1.032 -0.488 0.699 1.084 -1.49
Cl -7.451 1.516 -1.348 0.726 -0.181 0.022 0.54
Cl -5.548 2.869 0.405 0.027 -0.726 -0.821 0.46
Cl -4.869 2.379 -2.404 0.146 0.098 -0.352 0.57
H -5.225 0.798 -0.741 -0.396 0.113 -0.031 0.01
C -3.397 3.975 3.276 -0.667 -0.155 0.404 -1.51
Cl -4.446 2.604 3.788 0.510 0.389 -0.397 0.50
Cl -2.234 3.515 2.024 -0.395 0.266 0.183 0.60
Cl -2.598 4.637 4.689 0.287 0.064 0.102 0.55
H -4.062 4.760 2.915 0.208 -0.303 -0.238 0.02
C 0.362 -3.568 5.959 0.317 -0.108 0.144 -1.46
Cl 1.268 -4.837 6.875 -0.713 0.378 -0.873 0.51
Cl -1.028 -3.003 6.865 -0.229 -0.260 -0.076 0.54
Cl -0.133 -4.042 4.243 0.741 0.248 1.569 0.48
H 1.043 -2.717 5.984 -0.081 -0.288 -0.823 0.00
C 1.245 4.074 1.732 -0.346 -0.612 1.100 -0.10
C 2.615 3.447 1.696 0.110 0.224 1.743 -0.18
O 2.734 2.987 0.394 -0.144 -0.991 -2.745 0.03
C 1.529 2.965 -0.231 0.345 0.737 -3.321 -0.42
O 1.324 2.670 -1.460 0.681 0.514 4.339 -0.06
O 0.636 3.576 0.552 -0.612 -0.678 -1.490 0.03
H 1.188 5.162 1.761 0.021 -0.145 -0.105 0.15
H 0.731 3.591 2.563 -0.395 0.687 0.100 0.12
H 2.672 2.594 2.372 -0.081 -0.075 -0.051 0.05
H 3.404 4.124 2.024 0.173 0.036 -0.666 0.14
C -0.754 -4.280 -4.786 -1.706 -1.195 -0.596 -0.09
C -2.013 -3.415 -4.721 -1.020 -1.368 -1.757 -0.10
O -1.527 -2.222 -4.265 -0.408 3.216 1.700 0.11
C -0.233 -2.149 -4.329 0.108 1.911 0.113 -0.49
O 0.363 -1.053 -4.236 -0.043 -1.620 -0.243 -0.06
O 0.243 -3.341 -4.561 3.187 0.928 0.424 0.13
H -0.586 -4.684 -5.784 -0.090 -0.197 0.186 0.15
H -0.802 -5.081 -4.048 0.588 0.177 0.116 0.10
H -2.854 -3.778 -4.131 0.342 0.019 0.196 0.15
H -2.364 -3.158 -5.721 -0.362 -0.570 -0.153 0.14
C -2.927 5.911 -2.182 -1.124 -0.395 1.543 -0.12
C -1.688 5.319 -1.500 -0.709 -0.230 -1.179 -0.14
O -0.690 5.921 -2.292 1.474 0.746 -0.962 0.03
C -1.188 6.414 -3.473 1.896 1.822 -1.827 -0.52
O -0.549 6.927 -4.394 -1.365 -1.902 2.904 0.12
O -2.519 6.368 -3.462 -0.373 -0.579 0.465 0.08
H -3.289 6.729 -1.559 0.032 0.437 -0.362 0.13
H -3.757 5.205 -2.219 0.130 -0.057 -0.524 0.10
H -1.591 4.243 -1.641 -0.152 -0.127 0.182 0.08
H -1.617 5.572 -0.442 0.219 0.166 -0.191 0.12
```
Positions in Å, forces in eV/Å.